1.
The following is a DFT calculation (wB97M-V/def2-TZVPD) of a 2-piece molecular cluster, C3H5NO4 overall at a distorted geometry.

Last columns: bonded neighbours and bond lengths (Å).
Positions of all 13 atoms, in Å:
1 O -1.490 -0.204 0.654  N2 1.235
2 N -0.537 -0.834 0.186  O1 1.235, O3 1.437, C4 1.245
3 O -0.986 -1.825 -0.753  N2 1.437, H7 0.921
4 C 0.690 -0.746 0.379  N2 1.245, C5 1.431, O6 1.369
5 C 1.857 -0.400 1.131  C4 1.431, O6 1.429, H8 1.077, H9 1.118
6 O 1.909 -1.199 -0.052  C4 1.369, C5 1.429
7 H -1.727 -1.374 -1.060  O3 0.921
8 H 2.310 0.558 0.940  C5 1.077
9 H 2.032 -0.865 2.133  C5 1.118
10 C -1.025 1.755 -0.851  O11 1.165, H12 1.052, H13 1.138
11 O 0.012 1.247 -1.011  C10 1.165
12 H -1.136 2.703 -0.407  C10 1.052
13 H -1.907 1.186 -1.290  C10 1.138

## Properties
LUMO energy   0.91 eV
Highest occupied orbital energy   -0.329 Eh
Structure (SMILES)   [O-]/[N+](O)=C1\CO1.C=O
Energy   -12864.9304 eV
Relative energy (zero: lowest compared OMol25 entry of this formula, charge and spin)   7.945 eV

=====

2.
The following is a DFT calculation (wB97M-V/def2-TZVPD) of an isolated molecule of C26H36N4O7.

Last columns: bonded neighbours and bond lengths (Å).
Positions of all 73 atoms, in Å:
1 C -7.485 -0.372 0.381  C2 1.524, H38 1.087, H39 1.088, H40 1.088
2 C -6.163 0.382 0.471  C1 1.524, C3 1.527, H41 1.091, H42 1.091
3 C -5.080 -0.463 1.139  C2 1.527, C4 1.527, H43 1.093, H44 1.093
4 C -3.780 0.301 1.381  C3 1.527, C5 1.529, H45 1.093, H46 1.091
5 C -3.060 0.667 0.083  C4 1.529, N6 1.459, H47 1.093, H48 1.090
6 N -1.789 1.333 0.350  C5 1.459, C7 1.356, C25 1.418
7 C -1.793 2.686 0.435  N6 1.356, O8 1.215, C9 1.523
8 O -2.785 3.343 0.189  C7 1.215
9 C -0.476 3.379 0.759  C7 1.523, C10 1.538, H49 1.089, H50 1.090
10 C -0.066 4.226 -0.457  C9 1.538, C11 1.502, H51 1.091, H52 1.089
11 C 0.434 3.277 -1.508  C10 1.502, O12 1.205, O13 1.340
12 O -0.225 2.442 -2.073  C11 1.205
13 O 1.753 3.420 -1.697  C11 1.340, C14 1.423
14 C 2.403 2.459 -2.520  O13 1.423, C15 1.534, H53 1.096, H54 1.093
15 C 2.810 1.207 -1.734  C14 1.534, O16 1.215, C17 1.469
16 O 2.448 0.118 -2.132  C15 1.215
17 C 3.645 1.386 -0.538  C15 1.469, C18 1.395, C24 1.401
18 C 4.029 2.644 -0.073  C17 1.395, C19 1.384, H55 1.076
19 C 4.829 2.738 1.053  C18 1.384, C20 1.379, H56 1.079
20 C 5.273 1.604 1.699  C19 1.379, C21 1.401, H57 1.078
21 C 4.915 0.331 1.234  C20 1.401, O22 1.347, C24 1.389
22 O 5.442 -0.705 1.914  C21 1.347, C23 1.415
23 C 5.134 -2.026 1.511  O22 1.415, H58 1.093, H59 1.088, H60 1.094
24 C 4.085 0.233 0.125  C17 1.401, C21 1.389, H61 1.078
25 C -0.729 0.493 0.776  N6 1.418, C26 1.380, C36 1.436
26 C -0.128 -0.353 -0.134  C25 1.380, N27 1.358, N28 1.376
27 N -0.465 -0.315 -1.449  C26 1.358, H62 1.009, H63 1.015
28 N 0.767 -1.309 0.287  C26 1.376, C29 1.457, C33 1.383
29 C 1.234 -2.355 -0.614  N28 1.457, C30 1.529, H64 1.092, H65 1.092
30 C 0.122 -3.344 -0.966  C29 1.529, C31 1.527, H66 1.091, H67 1.092
31 C 0.632 -4.424 -1.916  C30 1.527, C32 1.523, H68 1.092, H69 1.092
32 C -0.468 -5.413 -2.280  C31 1.523, H70 1.087, H71 1.087, H72 1.088
33 C 1.177 -1.390 1.605  N28 1.383, O34 1.214, N35 1.362
34 O 1.982 -2.217 1.984  C33 1.214
35 N 0.639 -0.465 2.447  C33 1.362, C36 1.401, H73 1.014
36 C -0.358 0.477 2.163  C25 1.436, N35 1.401, O37 1.214
37 O -0.787 1.190 3.047  C36 1.214
38 H -8.243 0.241 -0.101  C1 1.087
39 H -7.841 -0.640 1.374  C1 1.088
40 H -7.364 -1.286 -0.196  C1 1.088
41 H -6.306 1.299 1.046  C2 1.091
42 H -5.845 0.666 -0.533  C2 1.091
43 H -5.457 -0.815 2.102  C3 1.093
44 H -4.876 -1.344 0.524  C3 1.093
45 H -3.113 -0.311 1.993  C4 1.093
46 H -3.986 1.218 1.935  C4 1.091
47 H -2.865 -0.230 -0.509  C5 1.093
48 H -3.661 1.368 -0.497  C5 1.090
49 H 0.313 2.676 1.022  C9 1.089
50 H -0.659 4.036 1.610  C9 1.090
51 H -0.950 4.754 -0.820  C10 1.091
52 H 0.720 4.935 -0.200  C10 1.089
53 H 1.735 2.153 -3.333  C14 1.096
54 H 3.294 2.944 -2.927  C14 1.093
55 H 3.704 3.541 -0.570  C18 1.076
56 H 5.119 3.710 1.423  C19 1.079
57 H 5.909 1.667 2.568  C20 1.078
58 H 4.073 -2.245 1.652  C23 1.093
59 H 5.723 -2.670 2.161  C23 1.088
60 H 5.423 -2.200 0.470  C23 1.094
61 H 3.773 -0.725 -0.260  C24 1.078
62 H 0.221 -0.669 -2.099  N27 1.009
63 H -0.874 0.566 -1.741  N27 1.015
64 H 1.663 -1.905 -1.512  C29 1.092
65 H 2.028 -2.881 -0.079  C29 1.092
66 H -0.714 -2.818 -1.430  C30 1.091
67 H -0.241 -3.808 -0.047  C30 1.092
68 H 1.014 -3.955 -2.826  C31 1.092
69 H 1.460 -4.958 -1.445  C31 1.092
70 H -0.848 -5.906 -1.388  C32 1.087
71 H -0.089 -6.175 -2.956  C32 1.087
72 H -1.295 -4.902 -2.767  C32 1.088
73 H 0.938 -0.520 3.414  N35 1.014

## Properties
LUMO energy   -0.46 eV
Highest occupied orbital energy   -0.306 Eh
Structure (SMILES)   CCCCCN(C(=O)CCC(=O)OCC(=O)c1cccc(OC)c1)c1c(N)n(CCCC)c(=O)[nH]c1=O
Energy   -47842.0820 eV
Relative energy (zero: lowest compared OMol25 entry of this formula, charge and spin)   0.092 eV

=====

3.
The following is a DFT calculation (wB97M-V/def2-TZVPD) of an isolated molecule of C2H4N2OS at a distorted geometry.

Last columns: bonded neighbours and bond lengths (Å).
Positions of all 10 atoms, in Å:
1 H -1.661 -1.317 1.355  N2 0.995
2 N -2.046 -0.542 0.864  H1 0.995, C3 1.273
3 C -1.279 -0.033 -0.015  N2 1.273, N4 1.327, S5 1.965
4 N -1.359 1.217 -0.455  C3 1.327, H8 1.132, H9 1.053
5 S 0.424 -0.841 -0.570  C3 1.965, C6 1.794
6 C 1.373 0.407 0.302  S5 1.794, O7 1.184, H10 1.076
7 O 2.547 0.405 0.455  C6 1.184
8 H -2.074 1.940 0.044  N4 1.132
9 H -1.066 1.467 -1.435  N4 1.053
10 H 0.922 1.152 0.934  C6 1.076

## Properties
LUMO energy   0.53 eV
Highest occupied orbital energy   -0.359 Eh
Structure (SMILES)   [H]/N=C(/N)SC=O
Energy   -18000.5186 eV
Relative energy (zero: lowest compared OMol25 entry of this formula, charge and spin)   2.141 eV

=====

4.
The following is a DFT calculation (wB97M-V/def2-TZVPD) of an isolated molecule of C20H33N3O4S.

Last columns: bonded neighbours and bond lengths (Å).
Positions of all 61 atoms, in Å:
1 C -1.445 -4.823 4.818  C2 1.519, H29 1.091, H30 1.090, H31 1.092
2 C -0.098 -4.260 4.397  C1 1.519, N3 1.466, H32 1.088, H33 1.090
3 N 0.709 -5.216 3.632  C2 1.466, S4 1.612, H34 1.009
4 S 0.603 -5.378 2.031  N3 1.612, O5 1.433, O6 1.443, C7 1.787
5 O 0.917 -6.739 1.715  S4 1.433
6 O -0.629 -4.773 1.584  S4 1.443
7 C 1.903 -4.368 1.336  S4 1.787, C8 1.520, H35 1.087, H36 1.087
8 C 1.574 -2.899 1.540  C7 1.520, O9 1.222, N10 1.354
9 O 1.833 -2.386 2.619  C8 1.222
10 N 0.978 -2.228 0.526  C8 1.354, C11 1.457, C12 1.454
11 C 0.550 -2.798 -0.744  N10 1.457, H37 1.085, H38 1.091, H39 1.092
12 C 0.684 -0.817 0.719  N10 1.454, C13 1.550, H40 1.087, H41 1.092
13 C -0.803 -0.495 1.014  C12 1.550, C14 1.524, N15 1.456, H42 1.093
14 C -0.895 0.590 2.079  C13 1.524, H43 1.092, H44 1.088, H45 1.092
15 N -1.534 -1.686 1.422  C13 1.456, C16 1.357, H46 1.010
16 C -2.884 -1.726 1.290  N15 1.357, O17 1.222, C18 1.514
17 O -3.537 -0.751 0.951  C16 1.222
18 C -3.539 -3.061 1.571  C16 1.514, C19 1.535, H47 1.092, H48 1.093
19 C -4.346 -3.521 0.349  C18 1.535, C20 1.527, C21 1.517, H49 1.092
20 C -5.165 -4.764 0.688  C19 1.527, H50 1.091, H51 1.092, H52 1.091
21 C -3.445 -3.727 -0.854  C19 1.517, C22 1.393, C28 1.392
22 C -2.656 -4.866 -0.992  C21 1.393, C23 1.387, H53 1.083
23 C -1.872 -5.057 -2.120  C22 1.387, C24 1.392, H54 1.085
24 C -1.840 -4.113 -3.143  C23 1.392, C25 1.508, C27 1.391
25 C -0.995 -4.329 -4.373  C24 1.508, C26 1.529, H55 1.092, H56 1.092
26 C 0.435 -3.817 -4.203  C25 1.529, H57 1.091, H58 1.092, H59 1.092
27 C -2.598 -2.957 -2.987  C24 1.391, C28 1.389, H60 1.085
28 C -3.387 -2.767 -1.860  C21 1.392, C27 1.389, H61 1.084
29 H -1.997 -4.082 5.400  C1 1.091
30 H -2.039 -5.089 3.944  C1 1.090
31 H -1.323 -5.714 5.436  C1 1.092
32 H -0.219 -3.368 3.787  C2 1.088
33 H 0.497 -3.961 5.259  C2 1.090
34 H 1.012 -6.064 4.086  N3 1.009
35 H 2.818 -4.597 1.875  C7 1.087
36 H 1.993 -4.685 0.300  C7 1.087
37 H 0.383 -3.867 -0.673  C11 1.085
38 H -0.412 -2.364 -1.022  C11 1.091
39 H 1.273 -2.582 -1.534  C11 1.092
40 H 1.300 -0.475 1.547  C12 1.087
41 H 0.992 -0.281 -0.181  C12 1.092
42 H -1.286 -0.129 0.104  C13 1.093
43 H -0.360 1.487 1.758  C14 1.092
44 H -1.936 0.853 2.255  C14 1.088
45 H -0.446 0.234 3.008  C14 1.092
46 H -1.050 -2.566 1.529  N15 1.010
47 H -2.800 -3.817 1.840  C18 1.092
48 H -4.216 -2.923 2.417  C18 1.093
49 H -5.032 -2.708 0.103  C19 1.092
50 H -5.731 -5.108 -0.179  C20 1.091
51 H -4.528 -5.586 1.021  C20 1.092
52 H -5.870 -4.546 1.492  C20 1.091
53 H -2.652 -5.622 -0.217  C22 1.083
54 H -1.286 -5.966 -2.214  C23 1.085
55 H -0.972 -5.395 -4.612  C25 1.092
56 H -1.461 -3.827 -5.224  C25 1.092
57 H 1.024 -3.979 -5.107  C26 1.091
58 H 0.438 -2.748 -3.983  C26 1.092
59 H 0.934 -4.332 -3.379  C26 1.092
60 H -2.590 -2.205 -3.768  C27 1.085
61 H -3.981 -1.865 -1.762  C28 1.084

## Properties
LUMO energy   0.49 eV
Highest occupied orbital energy   -0.324 Eh
Structure (SMILES)   CCNS(=O)(=O)CC(=O)N(C)C[C@H](C)NC(=O)C[C@H](C)c1ccc(CC)cc1
Energy   -44772.8172 eV
Relative energy (zero: lowest compared OMol25 entry of this formula, charge and spin)   0.155 eV